# 1
A 5-piece molecular cluster, C31H67O3PSi overall. Source: OMol25; level of theory: ωB97M-V with the def2-TZVPD basis set.

As for the total energy: -56537.079 eV.

```
! wB97M-V def2-TZVPD RIJCOSX def2/J DEFGRID3
* xyz 0 1
P 0.991 2.178 -2.200
Si 0.626 2.177 1.016
O 2.486 2.469 -1.773
O 1.000 0.685 -3.111
O 0.451 3.573 -3.131
C 1.060 1.797 -6.537
C -3.593 -2.093 3.519
C -1.093 -2.674 3.850
C -0.071 6.141 3.883
C -2.291 -2.612 2.899
C 2.431 -2.049 1.136
C 1.509 7.492 2.340
C 1.084 2.352 -9.626
C 1.277 6.851 3.710
C -1.305 7.013 3.642
C -1.421 8.176 4.615
C 1.942 0.727 1.057
C -0.680 -1.313 4.387
C 0.075 -5.380 0.425
C -4.096 -2.872 4.736
C -2.098 -6.458 -0.359
C 1.331 -0.800 1.152
C -2.452 -7.167 0.953
C 3.327 1.966 -5.385
C 2.175 2.716 -6.034
C 1.520 6.487 1.198
C 1.468 0.808 -7.635
C 4.617 -0.107 0.949
C -0.602 -6.260 -0.615
C -1.834 -8.555 1.135
C 4.020 -1.653 1.037
C -0.240 2.008 -0.737
C -2.291 -9.559 0.088
C -4.437 -4.321 4.425
C 3.532 1.124 0.964
C 2.058 1.440 -8.898
H -0.394 -4.392 0.464
H 1.232 3.485 1.223
H -1.472 -0.857 4.987
H -1.298 -3.352 4.684
H 5.752 0.163 0.847
H 2.556 3.339 -6.850
H -5.203 -4.383 3.645
H 4.810 -2.530 1.028
H 0.221 4.250 -2.403
H -0.625 0.879 -0.769
H 4.074 2.674 -5.011
H -0.116 5.276 3.212
H -3.544 -7.254 1.014
H 1.750 3.406 -5.295
H -2.458 -3.612 2.481
H -4.998 -2.377 5.116
H 0.159 -0.985 1.227
H 2.193 0.092 -7.229
H -0.343 1.947 2.082
H 2.976 1.368 -4.538
H -2.340 8.739 4.421
H 0.795 3.209 -9.010
H 0.230 2.417 -6.896
H -2.199 6.384 3.745
H -1.315 7.391 2.615
H -4.827 -4.816 5.321
H -2.034 -1.970 2.048
H 1.945 0.307 -3.157
H -2.118 -8.934 2.125
H -3.361 -2.834 5.547
H -2.527 -7.015 -1.201
H 2.972 1.992 -8.661
H -0.242 -3.106 3.308
H -3.468 -1.042 3.803
H -3.379 -9.669 0.102
H 3.797 2.278 0.914
H 1.545 2.742 -10.540
H 0.586 0.218 -7.912
H 2.477 8.008 2.357
H 0.178 1.808 -9.911
H 0.755 8.262 2.144
H 1.384 7.623 4.481
H 3.828 1.300 -6.094
H 2.086 -3.190 1.165
H 1.131 -5.242 0.170
H 0.030 -5.825 1.423
H -0.090 -7.227 -0.667
H -2.593 -5.478 -0.366
H 2.356 0.634 -9.581
H 0.203 -1.413 5.027
H 2.296 5.731 1.352
H -1.456 7.817 5.649
H -0.117 5.734 4.901
H -1.850 -10.541 0.291
H -0.581 8.870 4.517
H 0.556 5.979 1.096
H 2.077 6.124 3.901
H -0.477 -5.794 -1.599
H -0.742 -8.493 1.133
H 0.661 1.225 -5.689
H 1.728 6.996 0.251
H -2.155 -6.537 1.799
H -1.984 -9.261 -0.919
H -3.558 -4.882 4.093
H -0.427 -0.631 3.569
H -1.148 2.776 -0.804
H -4.371 -2.104 2.744
*
```

---

# 2
A 8-piece molecular cluster, C31H68IN6O28S7 overall. Source: OMol25; level of theory: ωB97M-V with the def2-TZVPD basis set.

As for the total energy: -183455.653 eV.

```
! wB97M-V def2-TZVPD RIJCOSX def2/J DEFGRID3
* xyz 1 1
I -2.928 5.312 0.597
S 6.222 -0.792 -3.435
S 7.132 -4.155 2.917
S -7.319 5.988 -2.657
S -0.086 -0.820 6.339
S 1.035 1.468 -6.009
S 5.614 -9.145 3.149
S 1.099 10.044 -1.270
O 5.890 -1.121 -4.964
O 6.276 -2.306 -2.922
O -7.527 6.860 -3.969
O 0.869 -1.527 5.563
O 1.052 2.555 -4.833
O -8.476 6.095 -1.842
O -7.283 4.555 -3.377
O -6.024 6.220 -2.106
O 2.108 2.183 -6.947
O -0.249 1.497 -6.619
O 6.998 -8.456 2.754
O 0.995 8.825 -0.232
O 1.921 9.626 -2.351
O 7.522 -0.232 -3.326
O 6.977 -4.637 1.584
O -0.089 0.707 5.860
O 5.092 -0.133 -2.874
O -0.438 10.038 -1.718
O 5.805 -10.523 3.428
O 1.594 0.248 -5.538
O -1.425 -1.294 6.435
O 5.694 -3.902 3.568
O 7.548 -5.391 3.833
O 4.966 -8.286 4.088
O 1.356 11.255 -0.574
O 4.906 -8.995 1.725
O 0.466 -0.562 7.809
O 7.952 -3.029 3.195
N -3.125 0.365 0.055
N -4.926 -3.736 -1.514
N -5.417 1.094 0.459
N -5.889 -3.849 0.650
N -3.664 -4.696 0.264
N -4.817 -1.201 0.349
C -0.378 8.565 0.078
C -0.665 0.187 -0.930
C 5.634 -8.050 0.918
C 2.550 -1.070 2.969
C -6.695 0.232 2.464
C 6.684 -5.473 4.979
C 2.584 -1.400 -0.420
C -4.637 -3.661 -0.087
C -7.682 4.679 -4.756
C 5.675 -3.174 -3.894
C -3.889 -2.320 0.204
C 2.067 -0.012 -0.947
C 3.457 -1.933 2.048
C -6.742 0.734 1.008
C 0.691 -0.047 -1.679
C 3.735 -1.353 0.640
C 0.040 1.577 6.999
C 7.079 -8.247 1.335
C -3.943 4.137 -0.865
C -5.501 2.027 -0.699
C -1.112 8.880 -1.211
C 6.024 -2.526 -5.221
C 5.349 -4.985 4.451
C -4.479 0.069 0.304
C 0.925 0.794 7.951
C -7.234 6.078 -5.140
C -2.141 0.224 1.174
C -5.221 3.495 -0.262
C 2.131 3.486 -5.025
C 2.299 3.544 -6.532
C -0.708 -0.001 0.602
H 2.468 -0.031 2.600
H -1.016 8.070 -1.937
H 0.809 1.097 8.988
H -6.137 0.934 3.104
H -5.121 3.470 0.843
H 7.518 -9.134 0.875
H 1.853 4.442 -4.591
H 3.020 -1.900 -1.312
H 4.427 -2.042 2.559
H -5.881 -4.027 -1.682
H 0.624 -1.049 -2.157
H -5.795 -3.654 1.640
H -0.950 1.756 7.422
H 1.537 4.169 -7.003
H 2.795 0.272 -1.735
H -6.518 1.939 -1.120
H -4.208 4.795 -1.712
H -4.150 -5.590 0.266
H -0.490 7.529 0.385
H -6.271 -0.780 2.572
H 6.093 -4.170 -3.781
H 1.532 -1.503 3.032
H 4.596 -3.200 -3.728
H -3.226 3.378 -1.229
H 7.698 -7.375 1.141
H -8.764 4.566 -4.819
H -0.688 9.226 0.890
H -3.294 -2.428 1.135
H -4.767 1.699 -1.465
H 2.929 -1.055 4.005
H -0.043 0.752 1.062
H 1.976 0.841 7.664
H 7.072 -4.833 5.773
H -4.318 -4.429 -1.937
H 3.288 3.870 -6.840
H -6.091 4.139 -0.476
H -7.265 0.011 0.338
H -2.174 1.137 1.794
H -7.351 1.659 0.956
H 0.482 2.516 6.678
H 5.344 -2.804 -6.023
H -3.186 -2.113 -0.617
H 1.748 -2.050 -0.096
H -7.732 0.181 2.853
H -3.048 1.282 -0.371
H 7.053 -2.735 -5.516
H -7.784 6.488 -5.982
H -6.670 -3.325 0.269
H 3.023 3.096 -4.531
H -2.443 -0.642 1.794
H -0.333 -0.997 0.882
H -7.191 3.902 -5.337
H 0.752 0.676 -2.511
H -6.162 6.124 -5.337
H -1.415 -0.482 -1.403
H -3.323 -4.570 1.212
H 5.456 -8.273 -0.130
H 4.580 -1.939 0.226
H 5.285 -7.042 1.150
H 4.691 -4.617 5.233
H 4.843 -5.759 3.874
H -0.963 1.240 -1.132
H 2.146 0.775 -0.174
H 4.111 -0.313 0.734
H 6.636 -6.505 5.315
H -2.162 9.116 -1.059
H 3.023 -2.952 1.956
H -5.782 -1.438 0.522
*
```

---

# 3
A 5-piece molecular cluster, C31H70ClO23P5 overall. Source: OMol25; level of theory: ωB97M-V with the def2-TZVPD basis set.

As for the total energy: -139353.356 eV.

```
! wB97M-V def2-TZVPD RIJCOSX def2/J DEFGRID3
* xyz 0 1
Cl 1.363 -4.040 -0.366
P 1.259 -2.146 -4.222
P -6.398 -0.104 2.728
P -10.774 -4.519 1.910
P -3.385 3.654 -3.327
P 10.034 -0.663 4.937
O -9.777 -5.631 2.392
O 10.756 -0.116 6.218
O 5.612 -1.250 -4.826
O 0.886 -2.442 -5.624
O 0.963 -0.645 -3.748
O -10.465 -3.437 3.017
O -4.515 3.658 -4.444
O -7.584 0.515 3.324
O 10.442 -2.203 4.980
O 8.543 -0.546 5.429
O -3.127 4.965 -2.731
O -10.659 -4.049 0.528
O -6.120 0.186 1.211
O -6.425 -1.692 2.751
O 5.588 -1.293 2.265
O 0.505 -3.036 -3.140
O 3.914 -4.057 -1.066
O -3.721 2.502 -2.303
O -12.179 -5.181 2.249
O 10.331 -0.017 3.656
O -2.196 2.987 -4.111
O -5.011 0.363 3.321
O 5.960 -0.873 -2.587
C 2.868 -1.832 -0.826
C -9.767 -6.880 1.678
C 4.545 2.234 -3.042
C 3.819 -1.018 -1.695
C 3.486 0.469 -1.391
C 2.921 -3.327 -0.859
C 5.885 -0.806 -0.144
C 12.194 -0.111 6.229
C 1.004 3.053 -0.067
C 5.173 -1.126 -3.660
C 4.842 3.738 -2.960
C -13.393 -4.521 1.859
C 10.070 -3.065 3.897
C -6.768 -2.396 3.955
C 2.259 4.740 -1.494
C -0.342 2.406 0.141
C -10.954 -2.097 2.850
C 5.271 -1.345 -1.416
C 3.792 4.626 -3.622
C 2.398 4.656 -3.005
C 3.725 -1.179 -3.229
C -4.871 0.530 4.740
C -7.140 -0.196 0.267
C 4.525 1.556 -1.661
C -1.676 3.781 -5.208
C -5.767 4.315 -4.194
C -4.605 2.767 -1.202
C 5.940 -1.818 0.993
C 3.013 -2.336 -3.935
C 0.900 4.194 -1.039
C 7.477 -0.696 4.469
H -8.082 0.296 0.505
H 3.311 -0.290 -3.681
H 5.371 0.076 0.211
H -5.681 5.029 -3.375
H -4.628 -0.423 5.209
H -10.913 -1.799 1.803
H 5.013 4.010 -1.927
H -11.976 -2.011 3.222
H -4.050 1.223 4.894
H 2.353 5.767 -1.174
H 3.217 -3.312 -3.516
H -7.294 -1.747 4.655
H -0.281 1.506 0.738
H 12.490 0.343 7.168
H 9.214 -3.671 4.194
H 12.577 0.476 5.396
H 1.429 3.383 0.875
H 5.418 -2.416 -1.421
H 10.914 -3.714 3.683
H -13.208 -3.788 1.074
H -7.276 -1.276 0.265
H 2.604 0.703 -1.973
H 9.830 -2.490 3.002
H -0.737 2.145 -0.836
H 12.579 -1.129 6.177
H 3.192 0.547 -0.351
H -6.526 3.567 -3.965
H -0.844 3.238 -5.632
H 1.847 -1.506 -0.952
H -10.305 -1.449 3.432
H 1.886 5.515 -3.421
H 7.745 -0.240 3.520
H 0.274 4.964 -0.607
H -5.641 2.644 -1.518
H -6.798 0.128 -0.711
H 0.379 3.808 -1.908
H 4.769 -0.818 2.172
H 1.669 2.307 -0.481
H 0.184 -2.597 -2.359
H 4.185 5.625 -3.754
H -14.074 -5.278 1.481
H -4.450 3.772 -0.812
H 6.950 -2.177 1.117
H 3.655 4.236 -4.625
H 1.849 3.789 -3.355
H 6.612 -0.187 4.883
H -1.058 3.068 0.610
H 3.119 -1.588 0.203
H -5.860 -2.787 4.414
H -13.836 -4.039 2.730
H 4.319 2.333 -0.937
H 3.587 2.089 -3.526
H -5.782 0.942 5.171
H 5.522 1.208 -1.442
H 7.236 -1.746 4.327
H -4.385 2.043 -0.423
H 3.385 -2.340 -4.951
H 6.892 -0.505 -0.399
H -10.726 -7.385 1.780
H -8.987 -7.484 2.130
H 5.312 -2.671 0.763
H -9.543 -6.713 0.625
H -7.420 -3.221 3.681
H 5.776 3.954 -3.464
H 0.561 -0.548 -2.885
H 5.288 1.744 -3.658
H -6.047 4.847 -5.098
H 3.029 4.150 -1.018
H -1.339 4.749 -4.840
H -2.443 3.916 -5.968
*
```

---

| no. | largest force on an atom (Eh/bohr) |
| --- | --- |
| 1 | 0.1003 |
| 2 | 0.0408 |
| 3 | 0.0957 |